{
  "formula": "C12H34KN2O4",
  "method": "ωB97M-V with the def2-TZVPD basis set",
  "elements": ["H", "H", "H", "C", "H", "H", "N", "H", "C", "H", "H", "O", "H", "H", "C", "H", "H", "C", "H", "O", "C", "H", "H", "K", "C", "H", "C", "H", "H", "H", "C", "H", "H", "H", "H", "O", "H", "N", "H", "H", "C", "H", "C", "C", "H", "H", "H", "H", "H", "H", "C", "H", "O"],
  "positions_angstrom": [[10.09532, 14.23424, -19.03833], [10.61579, 14.90754, -16.22976], [13.51483, 19.65328, -15.66348], [13.19764, 16.75554, -16.12243], [9.36577, 19.41042, -19.58920], [11.16757, 16.83436, -17.66367], [11.26896, 17.80410, -17.40017], [13.49088, 19.79868, -11.84648], [8.42221, 18.94013, -19.31238], [7.81885, 18.74653, -20.19927], [14.98089, 14.89571, -17.23495], [7.82891, 19.90799, -17.13251], [11.16349, 15.32725, -14.08469], [11.37299, 14.74800, -12.50046], [10.75449, 14.52449, -18.22018], [13.64544, 13.63335, -17.21369], [6.50004, 19.61655, -18.74107], [11.81022, 17.91377, -12.84700], [11.37428, 18.90679, -12.73766], [13.25999, 15.70219, -17.12600], [14.01830, 14.58310, -16.83023], [14.18572, 14.47393, -15.75871], [8.51092, 17.93833, -18.89211], [8.78175, 17.32243, -15.97722], [12.62860, 18.02124, -16.84426], [6.99361, 20.09240, -16.69677], [10.75360, 15.43238, -13.08018], [13.27761, 18.06147, -17.71906], [7.65115, 20.90250, -19.01797], [14.71335, 18.65941, -11.57292], [10.06605, 14.33293, -16.97522], [9.14586, 17.97006, -12.56626], [8.08238, 14.55095, -17.47739], [9.89673, 14.75978, -13.04187], [11.75871, 19.51944, -15.46752], [12.99228, 17.75822, -12.23911], [14.09276, 17.13607, -15.63044], [9.52569, 17.26640, -13.18325], [10.99613, 15.55968, -18.46122], [12.44308, 20.15248, -16.90872], [12.58662, 19.37239, -16.16109], [10.02847, 13.26672, -16.75191], [10.72764, 16.86908, -12.53293], [13.88214, 18.86380, -12.24776], [12.49226, 16.35763, -15.39291], [12.02018, 17.97475, -13.91485], [14.19124, 19.21440, -13.23246], [11.29520, 18.26284, -18.29959], [11.68469, 13.97353, -18.35899], [10.58400, 16.81189, -11.45395], [7.53754, 19.91019, -18.58149], [8.94459, 16.47668, -12.94083], [8.78941, 14.99362, -17.00225]],
  "forces_ev_per_a": [[0.00, -0.31, -0.17], [0.00, -0.46, 0.63], [0.22, -0.13, 0.08], [-1.48, 0.41, -1.37], [0.09, -0.44, 0.05], [0.27, -0.12, 0.12], [0.09, -0.23, 0.43], [-1.10, -0.10, 0.25], [-0.63, 0.20, -0.73], [0.53, 0.04, -0.58], [0.53, -1.19, -0.15], [-0.16, -0.28, -0.89], [-0.14, 0.42, -0.13], [0.83, 0.35, 0.22], [0.82, 0.27, -3.38], [-0.18, 0.39, -0.34], [-0.10, 0.02, 0.27], [-1.83, -0.99, 0.02], [0.13, 0.63, 0.36], [-1.59, 2.44, 0.68], [2.04, 0.27, 0.78], [-0.22, -0.16, 0.26], [0.26, 0.17, 0.47], [-0.10, 0.64, -0.20], [-0.31, -1.09, -0.78], [-0.05, 0.31, 0.10], [3.19, -2.04, 0.49], [0.51, 0.37, 0.13], [0.11, 0.12, 0.32], [0.06, -0.57, -0.52], [-0.54, 0.27, 1.14], [-0.67, 0.90, -0.35], [0.31, -0.54, -0.23], [-1.00, 1.13, 0.04], [-0.18, -0.34, 0.11], [1.10, 0.67, 0.45], [0.68, -0.86, -0.17], [-1.64, 1.80, 0.62], [-0.06, -0.30, 0.05], [-0.06, -0.07, -0.12], [0.63, 0.25, 0.32], [-0.37, 0.12, 0.49], [0.22, -2.18, -0.39], [1.06, 0.78, 1.18], [-0.13, 0.20, 0.67], [0.18, -0.33, -1.22], [0.03, -0.74, -0.54], [-0.52, 0.36, -0.16], [-0.13, -0.12, 0.31], [0.39, 0.17, 0.28], [-0.09, -0.36, 1.08], [-0.76, 0.06, -0.53], [-0.24, 0.20, 0.56]],
  "nbo_charge": [0.22, 0.15, 0.21, -0.07, 0.22, 0.36, -0.88, 0.27, -0.64, 0.24, 0.20, -0.77, 0.22, 0.25, -0.62, 0.21, 0.18, -0.12, 0.27, -0.54, -0.26, 0.17, 0.19, 0.95, -0.09, 0.48, -0.66, 0.21, 0.19, 0.26, -0.06, 0.37, 0.50, 0.25, 0.19, -0.08, 0.19, -0.84, 0.18, 0.26, -0.63, 0.20, -0.09, -0.33, 0.15, 0.32, 0.27, 0.38, 0.24, 0.22, -0.07, 0.39, -0.80],
  "lumo_energy_ev": [-5.1, -11.7],
  "energy_ev": -40471.2906,
  "largest_force_ev_per_a": 3.8,
  "e_homo_ha": [-0.5672, -0.5596],
  "spin_multiplicity": 2,
  "charge": 2
}

---

{
  "formula": "C12H34KNO13S2V",
  "method": "ωB97M-V with the def2-TZVPD basis set",
  "elements": ["C", "H", "H", "H", "H", "H", "H", "H", "O", "S", "C", "C", "N", "H", "C", "C", "O", "H", "C", "H", "H", "H", "H", "C", "H", "C", "H", "O", "H", "O", "H", "S", "H", "H", "H", "H", "H", "H", "O", "V", "H", "C", "O", "O", "C", "H", "H", "K", "H", "O", "H", "O", "H", "O", "O", "O", "C", "H", "H", "H", "C", "H", "H", "O"],
  "positions_angstrom": [[-25.00336, -3.33665, 5.75775], [-21.20295, -5.56867, 6.06711], [-25.49997, -3.38455, 4.78063], [-27.55722, 3.99576, 5.82334], [-25.34887, 4.22540, 7.04924], [-28.92182, 4.48110, 4.77404], [-22.18177, 2.59364, 8.76241], [-23.86678, -0.65974, 7.08927], [-23.59871, -3.58074, 5.57329], [-26.82481, 4.84979, 3.79000], [-27.95276, 4.76937, 5.17316], [-22.89070, 1.79294, 8.55025], [-26.52134, 1.11100, 10.39178], [-20.75851, -5.98673, 7.70786], [-24.83043, 5.42719, 5.38297], [-26.29643, 1.02896, 6.58879], [-19.91365, -2.95725, 6.17869], [-21.86779, -4.58988, 7.49611], [-22.33457, 0.43388, 8.18083], [-18.66822, -1.20096, 9.90574], [-24.25637, -0.34082, 8.70804], [-25.70602, 1.16638, 5.68515], [-21.78904, 0.16834, 9.10737], [-23.41221, -0.64710, 8.09028], [-23.88333, 5.74672, 4.94654], [-27.20399, -0.10972, 9.87725], [-23.50886, -4.43307, 5.13681], [-25.43697, 4.47954, 4.48771], [-27.73122, 0.12633, 8.96748], [-26.83666, -0.27786, 6.68435], [-23.04275, -1.61982, 8.40335], [-19.58846, -4.16103, 6.90259], [-27.88383, -0.51131, 10.62092], [-18.35128, -2.83118, 10.38363], [-23.50257, 2.23928, 7.74713], [-25.67316, 1.36398, 7.43046], [-23.57876, 4.18831, 6.58495], [-20.93833, -3.03082, 9.47148], [-27.02452, 2.19139, 10.15316], [-19.68351, 1.37308, 6.62825], [-19.76463, -1.92610, 11.04621], [-24.47309, 4.79116, 6.72620], [-21.34050, 0.29245, 7.18617], [-26.73573, 6.18075, 3.28892], [-20.01348, -2.67101, 9.01200], [-20.21870, -1.89072, 8.28158], [-23.64587, 1.72315, 9.33348], [-22.00426, -1.46799, 5.00991], [-25.49553, -4.16079, 6.28300], [-19.32204, -3.77809, 8.40164], [-24.24327, 5.56214, 7.45978], [-19.55804, 2.91316, 6.85449], [-25.48864, 6.28845, 5.49680], [-18.51926, -4.97073, 6.46772], [-27.08975, 3.77271, 2.90609], [-18.39494, 0.59062, 7.25809], [-21.05324, -5.15914, 7.06465], [-25.24231, -2.39351, 6.23689], [-26.34902, -0.75517, 9.69814], [-28.02500, 5.74442, 5.64478], [-19.16302, -2.13916, 10.16633], [-27.74606, -0.23267, 6.98504], [-27.10126, 1.76934, 6.64505], [-25.54804, 0.94844, 11.09146]],
  "forces_ev_per_a": [[-0.92, -1.17, -1.01], [-0.47, 0.13, 0.01], [0.08, 0.49, 0.01], [-0.18, 0.04, 0.19], [0.31, -0.24, 0.36], [-0.01, -0.01, -0.02], [0.36, -0.42, 0.33], [0.21, -0.28, -0.05], [-0.02, 0.53, 0.31], [0.25, 0.35, 0.16], [0.16, 0.03, -0.48], [-1.14, 1.13, -1.75], [-1.06, 0.65, 0.62], [-0.09, 0.03, 0.10], [0.60, 0.52, 0.44], [-0.53, 1.10, 0.59], [-0.39, 0.30, -0.41], [-0.15, 0.05, -0.25], [0.86, -0.66, 2.55], [-0.05, -0.04, -0.17], [0.15, -0.24, 0.32], [-0.22, -0.17, -0.18], [-0.08, -0.10, -0.08], [-0.37, 0.85, -0.76], [-0.31, 0.25, -0.40], [0.88, -0.12, -0.18], [-0.03, -0.02, 0.04], [0.03, -0.45, 0.10], [-0.05, 0.20, 0.04], [0.63, -0.25, -0.02], [-0.06, -0.11, -0.21], [-0.89, 0.16, 0.68], [0.15, 0.13, 0.23], [-0.23, -0.17, 0.27], [0.22, -0.30, -0.26], [0.17, -0.76, 0.13], [-0.19, -0.34, 0.22], [-0.13, -0.23, -0.48], [0.09, -0.12, -0.33], [0.20, -3.09, 2.80], [0.00, -0.27, 0.08], [-0.59, 0.15, -0.75], [1.84, 2.00, -1.98], [-0.16, 0.21, 0.17], [-0.16, 0.48, 1.07], [-0.02, -0.15, -0.12], [0.51, -0.23, 0.46], [0.13, -0.27, 0.39], [0.34, 0.17, 0.49], [0.36, 0.00, -0.19], [-0.06, 0.04, -0.01], [-0.05, -0.49, 0.01], [0.09, 0.03, -0.01], [0.44, -0.30, -0.14], [-0.06, -0.53, -0.06], [-2.51, 1.90, -1.50], [1.03, -0.25, -0.14], [0.47, 0.09, 0.09], [-0.43, -0.52, -0.11], [0.12, -0.04, 0.13], [0.53, 0.50, -0.48], [-0.01, 0.07, -0.18], [0.00, -0.01, -0.58], [0.41, -0.23, -0.11]],
  "lowdin_charge": [-0.11, 0.08, 0.09, 0.04, 0.07, 0.08, 0.09, 0.05, -0.22, 0.56, -0.10, -0.04, -0.45, 0.08, -0.26, -0.15, -0.37, 0.06, -0.53, 0.07, 0.06, 0.09, 0.14, -0.04, 0.12, 0.06, 0.09, -0.27, 0.07, -0.12, 0.08, 0.56, 0.11, 0.09, 0.06, 0.05, 0.06, 0.12, 0.07, 1.07, 0.08, -0.06, -0.37, -0.26, -0.24, 0.09, 0.07, 0.89, 0.09, -0.23, 0.09, -0.29, 0.11, -0.22, -0.26, -0.31, -0.11, 0.06, 0.09, 0.08, -0.04, 0.07, 0.08, 0.06],
  "lumo_energy_ev": -5.3,
  "relative_energy_kcal_mol": 0.0,
  "energy_ev": -104775.4911,
  "largest_force_ev_per_a": 4.2,
  "e_homo_ha": -0.4801,
  "spin_multiplicity": 1,
  "charge": 1
}